{"formula": "C32H84BMn2O16", "method": "wB97M-V/def2-TZVPD", "homo_lumo_gap_ev": [7.18, 6.84], "charge": 1, "largest_force_ev_per_a": 3.0, "homo_energy_ha": [-0.3683, -0.3716], "s2": 30.0077, "spin_multiplicity": 11, "e_lumo_ev": [-2.84, -3.27], "species": ["Mn", "Mn", "O", "O", "O", "O", "O", "O", "O", "O", "O", "O", "O", "O", "O", "O", "O", "O", "C", "C", "C", "C", "C", "C", "C", "C", "C", "C", "C", "C", "C", "C", "C", "C", "C", "C", "C", "C", "C", "C", "C", "C", "C", "C", "C", "C", "C", "C", "C", "C", "B", "H", "H", "H", "H", "H", "H", "H", "H", "H", "H", "H", "H", "H", "H", "H", "H", "H", "H", "H", "H", "H", "H", "H", "H", "H", "H", "H", "H", "H", "H", "H", "H", "H", "H", "H", "H", "H", "H", "H", "H", "H", "H", "H", "H", "H", "H", "H", "H", "H", "H", "H", "H", "H", "H", "H", "H", "H", "H", "H", "H", "H", "H", "H", "H", "H", "H", "H", "H", "H", "H", "H", "H", "H", "H", "H", "H", "H", "H", "H", "H", "H", "H", "H", "H"], "coordinates": [[-3.0021, -1.4688, 1.8258], [-0.5148, -1.4640, 4.2583], [3.1706, 3.9921, 1.4381], [3.2205, 0.9752, -3.8627], [-4.1246, -0.0596, 2.9211], [-3.4863, 3.5642, -1.6406], [0.0341, -1.9613, 6.5690], [-4.2956, -1.0516, 0.1133], [-0.3521, 3.6830, -1.7292], [-0.6830, 0.4634, 5.3204], [-1.0766, -0.8004, 2.3301], [0.3049, 4.9196, 2.0524], [-0.5848, -0.8872, -4.5659], [0.1783, -2.1764, -7.1060], [3.3832, -3.7294, -0.6954], [4.6667, -1.9799, -5.2195], [-2.1718, -2.5876, 0.1559], [2.8719, -3.7850, 2.5522], [4.3500, -0.5949, -5.2500], [-0.6589, 0.1599, 1.3972], [0.5332, -0.2323, 0.5239], [-4.3241, 2.6614, -2.3447], [0.5765, -3.1559, -8.0469], [4.1180, -3.3478, -1.8520], [3.2329, -2.8021, 0.3492], [-5.6902, -1.1490, -0.1858], [-0.5945, -0.9104, 7.2914], [2.8715, 1.3815, -2.5615], [-0.6552, 0.3631, -3.9211], [2.4194, 5.1484, 1.1205], [-2.4862, 2.8951, -0.8872], [-4.1292, 1.2857, 2.6593], [0.7540, -2.4366, -5.8452], [3.8876, -4.7599, 2.3661], [-0.3631, 0.4493, 6.6979], [-2.5809, -2.2515, -1.1606], [4.0372, -0.1742, -3.8140], [-5.4002, 1.7727, 1.9648], [-1.0313, 1.7505, 4.7932], [0.7342, -1.2492, -4.9226], [-1.1052, -3.5434, 0.1276], [0.5426, -2.9702, 7.4240], [-3.4558, -1.0014, -1.0544], [-1.2579, 3.7562, -0.6611], [-0.6756, 5.2704, 3.0098], [2.2287, -3.3452, 1.3735], [-0.5583, 4.7258, -2.6695], [2.4713, 2.7770, 1.3313], [5.2690, -2.4933, -6.3880], [1.5113, 5.6621, 2.2049], [-2.7153, -1.9790, 4.7620], [-1.6048, 4.7898, -2.9796], [-1.6671, -1.1149, 7.3855], [-0.4225, 1.1113, 1.8949], [1.5537, -2.7408, 7.7739], [-1.5653, 4.7850, -0.4570], [4.9156, -4.0558, -2.0707], [4.5787, -2.9491, -7.1082], [2.0524, 5.1906, 0.0890], [1.3246, -1.4083, -4.0081], [-0.3769, -3.3012, -0.6453], [3.4071, -5.7105, 2.1203], [1.4453, -0.1229, 1.1128], [0.0788, -4.1225, -7.9497], [-0.2480, 5.0284, 3.9930], [-3.8441, -2.1092, 5.0583], [-2.8653, -0.0870, -1.0615], [-0.2229, 1.1213, -4.5804], [-3.1003, -3.0750, -1.6570], [1.6840, -2.4777, 1.7620], [0.3660, -2.6853, -9.0075], [1.6613, -3.3113, -8.0579], [5.9145, -1.7816, -6.9052], [4.4811, -2.3211, -1.7928], [-3.9411, 1.9088, 3.5504], [-5.5183, 1.3880, 0.9539], [-6.2593, 1.5413, 2.6053], [-0.8039, 3.3431, 0.2425], [-2.0086, -2.5261, 5.5595], [-5.5233, 2.8632, 1.9267], [0.6751, 0.7797, 6.8662], [5.0260, 0.0668, -3.4075], [0.0913, -3.1878, -5.3921], [-0.3091, -0.8126, 8.3442], [3.5233, -0.5123, -5.9633], [1.2202, -0.3655, -5.3590], [-5.8846, -1.7956, -1.0452], [-3.0464, 2.6239, 0.0176], [2.8142, -1.8894, -0.1077], [-0.1643, 0.3544, -2.9380], [1.9312, 2.4896, 2.2417], [-1.7126, 0.5862, -3.7798], [-3.6917, 2.1310, -3.0593], [0.5453, 0.5198, -0.2639], [0.6882, -3.9041, 6.8773], [-1.9030, 2.1437, 5.3151], [-0.1254, -3.1931, 8.2549], [-1.4762, 0.4557, 0.7159], [-4.1166, -1.0047, -1.9224], [4.5332, -4.5048, 1.5217], [-1.5401, 4.6171, 2.8907], [-6.2402, -1.6023, 0.6346], [3.7577, 1.7189, -2.0094], [-6.0548, -0.1445, -0.3916], [-1.5722, -4.5123, -0.0737], [-2.4474, -2.4509, 3.6644], [4.1451, -2.4429, 0.8417], [-1.3876, 1.5073, 3.7899], [-0.9919, 6.3161, 2.9937], [4.5229, -4.8265, 3.2430], [1.7995, -2.7617, -5.8693], [-0.1821, 2.4288, 4.7211], [1.7287, 2.7845, 0.5235], [3.2500, 5.8622, 1.0012], [1.5800, -4.0566, 0.8541], [5.8501, -3.3373, -6.0085], [-0.3342, 5.6650, -2.1434], [-2.4226, -0.8520, 4.7107], [-5.1353, 3.1917, -2.8382], [-3.3345, 1.6346, 1.9564], [-0.8709, 1.2367, 7.2651], [2.0308, 5.5444, 3.1638], [2.1525, 2.1974, -2.6348], [3.4189, -3.3985, -2.6929], [2.4135, 0.5645, -1.9924], [-4.8281, 2.0313, -1.5963], [0.0781, 4.7045, -3.5501], [0.3927, -1.2419, 0.1450], [3.5218, -0.9837, -3.2924], [5.2156, 0.0053, -5.5501], [-0.6024, -3.6523, 1.0844], [-1.7986, -1.9266, -1.8588], [1.2615, 6.7235, 2.0960], [-2.0753, 1.9983, -1.3750], [3.1945, 1.9974, 1.0844]], "forces_ev_per_angstrom": [[-1.003, 1.660, 1.991], [-1.643, 0.618, -0.048], [-0.768, -0.422, -0.062], [-0.063, -0.189, 0.174], [0.811, -1.130, -0.900], [0.294, 0.348, -0.986], [0.439, 0.822, -0.164], [0.528, -0.413, -0.536], [0.425, -0.363, -0.570], [0.636, 0.269, 0.289], [0.650, -0.630, 0.546], [-0.357, 0.190, 0.458], [-0.323, -0.451, 0.156], [0.950, 0.021, 0.160], [0.500, -0.811, 0.398], [0.151, 0.311, 0.273], [1.018, 0.083, -0.376], [0.049, -0.329, 0.418], [-0.152, -0.717, -0.133], [0.307, 0.640, -0.211], [-0.647, 0.594, 0.755], [0.140, 0.326, 0.867], [0.218, 0.836, -0.789], [-0.774, 0.148, -0.198], [-0.848, 0.960, -0.873], [-0.436, 0.011, -0.107], [-1.219, 0.577, 0.903], [0.050, 0.317, 0.105], [-0.139, -0.210, -0.361], [2.449, 1.676, -0.348], [-0.708, 0.218, -0.046], [0.232, 0.759, -1.070], [-0.989, -0.059, 0.881], [-0.290, -0.152, -0.817], [1.167, 0.602, 0.463], [-0.867, 1.099, -0.498], [-0.041, 0.221, -1.294], [-0.901, 0.633, 1.049], [-0.625, -0.743, -1.066], [0.019, 1.273, 0.042], [-0.426, -0.952, 0.017], [0.832, -1.127, -0.040], [-0.909, -0.665, -0.281], [-0.865, -0.244, 0.631], [0.472, -0.799, 0.628], [1.291, 1.177, 0.208], [-0.465, 1.146, 0.629], [-0.242, -0.473, -0.345], [0.304, -0.911, 0.366], [-0.572, -0.445, -0.923], [-0.093, -0.606, 0.134], [0.044, -0.195, -0.095], [-0.033, -0.118, -0.523], [0.094, -0.055, 0.074], [-0.235, 0.450, 0.241], [0.131, 0.086, 0.070], [0.173, 0.101, 0.298], [-0.367, 0.472, 0.068], [-0.837, -0.764, 0.257], [-0.007, -0.548, -0.017], [-0.020, 0.073, 0.002], [0.238, -0.213, 0.202], [0.167, -0.333, -0.173], [-0.179, 0.063, 0.163], [-0.243, 0.338, 0.199], [-0.412, -0.120, -0.015], [0.008, 0.038, 0.268], [0.108, 0.228, 0.299], [-0.091, -0.174, 0.368], [-0.461, -0.219, -0.391], [-0.292, -0.428, -0.140], [0.020, -0.060, 0.338], [0.008, 0.089, 0.128], [0.237, -0.094, 0.128], [-0.257, -0.173, 0.245], [-0.043, -0.182, 0.092], [-0.058, -0.654, -0.351], [0.436, 0.210, -0.060], [0.446, -0.590, 0.139], [0.696, 0.054, -0.245], [0.181, -0.447, -0.462], [-0.246, -0.164, 0.734], [0.547, -0.364, 0.288], [0.692, -0.440, -0.153], [-0.092, 0.744, 0.227], [-0.015, -0.135, -0.391], [0.321, 0.058, -0.105], [0.791, -0.276, 0.431], [-0.139, 0.056, 0.182], [0.172, 0.089, -0.086], [0.111, 0.161, 0.135], [-0.024, 0.037, 0.018], [-0.404, -0.439, -0.091], [0.312, -0.194, -0.361], [-0.389, 0.170, -0.319], [0.269, 0.179, 0.309], [-0.073, 0.249, -0.016], [-0.248, -0.340, 0.140], [0.224, 0.305, -0.185], [-0.003, 0.037, 0.011], [-0.038, 0.099, -0.293], [0.286, 0.299, 0.351], [-0.057, 0.051, 0.028], [-0.238, -0.087, 0.011], [0.264, -0.046, -0.260], [0.047, -0.628, -0.784], [0.227, -0.523, -0.018], [0.060, 0.277, -0.030], [0.147, 0.058, -0.213], [-0.305, 0.003, 0.255], [-0.057, -0.269, -0.378], [0.024, 0.004, 0.340], [0.048, 0.214, -0.054], [-0.250, 0.305, 0.399], [0.045, -0.288, 0.346], [0.326, 0.119, -0.322], [-0.033, 0.100, -0.239], [0.032, 1.054, -0.086], [0.299, 0.304, -0.177], [0.366, -0.337, 0.151], [-0.782, -0.376, -0.203], [-0.362, -0.300, 0.165], [0.056, 0.004, -0.012], [0.122, 0.094, -0.080], [-0.059, -0.131, -0.011], [0.213, -0.511, -0.298], [0.221, -0.691, 0.179], [0.225, 0.031, -0.192], [0.178, -0.028, 0.167], [-0.116, -0.117, -0.493], [-0.221, 0.546, 0.176], [0.584, -0.438, 0.460], [0.292, 0.068, -0.197], [-0.437, -0.123, -0.221], [0.069, 0.005, 0.157]]}